A | # C6H14N2O

A 2-piece molecular cluster, C6H14N2O overall (ωB97M-V/def2-TZVPD, the OMol25 dataset).

Structure (ORCA input):
```
! wB97M-V def2-TZVPD RIJCOSX def2/J DEFGRID3
* xyz 0 1
C 0.71 1.03 -2.66
C -0.02 0.27 -1.53
C 1.01 -0.15 -0.42
C 0.50 -1.19 0.52
C 1.20 -2.31 0.82
C -1.78 -1.03 1.13
N -0.58 -0.81 1.34
N -1.11 1.04 -0.94
H 1.34 0.38 -3.28
H 0.07 1.58 -3.31
H 1.30 1.81 -2.18
H -0.43 -0.66 -1.93
H 1.92 -0.46 -0.92
H 1.18 0.76 0.17
H 0.85 -2.91 1.65
H 2.11 -2.57 0.28
H -2.63 -0.60 1.63
H -2.13 -1.78 0.35
H -0.65 1.70 -0.33
H -1.82 1.50 -1.47
H -0.29 1.20 2.31
H 0.75 1.77 1.54
O 0.02 2.09 2.06
*
```

Summary:
LUMO energy   0.0340 Ha
HOMO   -0.3223 hartree
HOMO-LUMO gap   9.70 eV



B | # C6H14N2O

A 3-piece molecular cluster, C6H14N2O overall (ωB97M-V/def2-TZVPD, the OMol25 dataset).

Structure (ORCA input):
```
! wB97M-V def2-TZVPD RIJCOSX def2/J DEFGRID3
* xyz 0 1
C 2.11 0.51 -1.82
C -0.22 0.11 -2.42
N 0.73 0.42 -1.36
C -0.31 -1.26 2.47
C -0.89 -2.32 3.04
H 0.44 -0.68 3.00
H 2.76 0.69 -0.96
H 2.45 -0.39 -2.35
H -1.20 -0.03 -1.98
H -0.25 0.95 -3.12
H 2.19 1.36 -2.51
H 0.05 -0.80 -2.98
H -1.61 -2.93 2.51
H -0.65 -2.61 4.04
N -0.51 -0.80 1.19
C -0.02 2.38 -0.18
C -0.62 2.41 0.88
O -1.62 -1.32 0.49
H -2.40 -1.22 1.06
H 0.65 -0.28 -0.63
H 0.40 2.59 -1.14
H -0.48 0.23 1.08
H -1.00 2.97 1.70
*
```

Summary:
LUMO energy   0.0343 Ha
HOMO   -0.3073 hartree
HOMO-LUMO gap   9.30 eV



Which structure is the least stable? The one labeled B.



A | # CH4NO

An isolated ion of composition CH4NO and charge -1 (ωB97M-V/def2-TZVPD, the OMol25 dataset).

Structure (ORCA input):
```
! wB97M-V def2-TZVPD RIJCOSX def2/J DEFGRID3
* xyz -1 1
C -0.53 -0.24 0.03
N 0.77 0.07 0.42
O 1.69 -0.05 -0.67
H -1.30 0.54 0.30
H -0.48 -0.27 -1.05
H -0.84 -1.22 0.47
H 0.69 1.16 0.51
*
```

Summary:
LUMO energy   0.1854 Ha
HOMO   -0.0416 hartree
HOMO-LUMO gap   6.18 eV



B | # CH4NO

An isolated ion of composition CH4NO and charge -1 (ωB97M-V/def2-TZVPD, the OMol25 dataset).

Structure (ORCA input):
```
! wB97M-V def2-TZVPD RIJCOSX def2/J DEFGRID3
* xyz -1 1
N 0.70 -0.58 0.32
C -0.34 0.50 -0.01
O -0.96 0.33 -1.16
H 1.17 -0.73 -0.58
H 0.17 -1.42 0.48
H 0.26 1.44 0.05
H -1.00 0.46 0.90
*
```

Summary:
LUMO energy   0.1983 Ha
HOMO   -0.0808 hartree
HOMO-LUMO gap   7.59 eV



C | # CH4NO

An isolated ion of composition CH4NO and charge -1 (ωB97M-V/def2-TZVPD, the OMol25 dataset).

Structure (ORCA input):
```
! wB97M-V def2-TZVPD RIJCOSX def2/J DEFGRID3
* xyz -1 1
N -0.86 0.06 -0.44
C 0.51 -0.25 0.25
O 0.76 0.46 1.30
H -0.61 0.74 -1.16
H -1.43 0.49 0.28
H 1.20 -0.13 -0.62
H 0.42 -1.36 0.39
*
```

Summary:
LUMO energy   0.1966 Ha
HOMO   -0.0811 hartree
HOMO-LUMO gap   7.56 eV



Which structure is the least stable? The one labeled A.



A | # C6H10N2

A 2-piece molecular cluster, C6H10N2 overall (ωB97M-V/def2-TZVPD, the OMol25 dataset).

Structure (ORCA input):
```
! wB97M-V def2-TZVPD RIJCOSX def2/J DEFGRID3
* xyz 0 1
C -2.43 -0.03 -0.02
C 1.02 1.13 1.43
C 0.46 0.69 0.29
C 0.29 1.54 -0.92
C 0.02 -1.37 -1.20
C 0.11 -0.71 0.15
N -3.56 0.12 0.17
N 0.33 -1.44 1.25
H 1.06 0.66 2.39
H 1.30 2.19 1.61
H -0.50 1.15 -1.54
H 0.11 2.58 -0.58
H 1.20 1.49 -1.67
H 0.28 -2.48 -1.18
H -0.96 -1.25 -1.59
H 0.76 -0.79 -1.89
H 0.16 -1.07 2.08
H 0.35 -2.43 1.22
*
```

Summary:
LUMO energy (alpha / beta)   -0.0439 / -0.0439 Ha
HOMO (alpha / beta)   -0.3226 / -0.3226 hartree
HOMO-LUMO gap (alpha / beta)   7.59 / 7.58 eV



B | # C6H10N2

C6H10N2 as an isolated structure (ωB97M-V/def2-TZVPD, the OMol25 dataset).

Structure (ORCA input):
```
! wB97M-V def2-TZVPD RIJCOSX def2/J DEFGRID3
* xyz 0 1
C -1.74 -0.28 -0.67
C -0.23 0.34 1.00
C 0.20 1.04 -0.25
C 1.81 0.54 -0.33
C 0.18 -0.88 0.28
C -0.28 -0.18 -0.89
H -2.09 0.56 -1.29
H -2.35 -1.24 -0.78
H -1.78 1.27 0.68
H -0.24 0.68 2.06
H 0.12 2.04 -0.43
H 2.75 1.10 0.32
H 2.10 0.20 -1.43
H 2.37 -1.18 0.86
H -0.37 -1.91 0.42
H 0.24 -0.45 -1.74
N -1.66 0.11 0.70
N 1.60 -0.76 0.23
*
```

Summary:
LUMO energy   0.0391 Ha
HOMO   -0.2777 hartree
HOMO-LUMO gap   8.62 eV



C | # C6H10N2

One molecule with the formula C6H10N2 (ωB97M-V/def2-TZVPD, the OMol25 dataset).

Structure (ORCA input):
```
! wB97M-V def2-TZVPD RIJCOSX def2/J DEFGRID3
* xyz 0 1
C 1.94 0.60 1.48
C 1.08 0.08 -1.39
C -2.05 -0.65 -1.12
N 0.73 -0.08 1.10
C 0.28 -0.04 -0.13
C -1.16 -0.06 -0.08
C -1.33 -0.14 1.46
N -1.80 0.91 0.94
H -1.51 -0.86 2.23
H 2.13 0.42 2.54
H 1.88 1.68 1.31
H 2.79 0.21 0.91
H 1.85 -0.70 -1.42
H 1.59 1.04 -1.41
H 0.45 -0.01 -2.26
H -1.53 -1.41 -1.70
H -2.41 0.12 -1.80
H -2.92 -1.11 -0.65
*
```

Summary:
LUMO energy   0.0342 Ha
HOMO   -0.3112 hartree
HOMO-LUMO gap   9.40 eV



D | # C6H10N2

One molecule with the formula C6H10N2 (ωB97M-V/def2-TZVPD, the OMol25 dataset).

Structure (ORCA input):
```
! wB97M-V def2-TZVPD RIJCOSX def2/J DEFGRID3
* xyz 0 1
C 0.95 -1.13 -0.21
C -0.61 -1.24 -0.26
C -1.38 0.05 -0.65
C -0.32 1.27 -0.61
C 0.19 1.36 0.76
C 1.01 0.05 1.06
H 1.53 -0.95 -1.24
H 0.81 -2.25 0.18
H -0.87 -2.14 0.51
H -2.05 -1.79 -1.83
H -2.29 0.33 0.21
H 0.58 1.05 -1.25
H -0.82 2.25 -0.92
H -0.34 1.85 1.64
H 2.18 1.50 1.57
H 1.08 -0.41 1.96
N -1.21 -1.10 -1.67
N 1.53 1.30 0.74
*
```

Summary:
LUMO energy   0.0354 Ha
HOMO   -0.3231 hartree
HOMO-LUMO gap   9.76 eV



Which structure is the least stable? The one labeled D.



A | # C6H10N2

One molecule with the formula C6H10N2 (ωB97M-V/def2-TZVPD, the OMol25 dataset).

Structure (ORCA input):
```
! wB97M-V def2-TZVPD RIJCOSX def2/J DEFGRID3
* xyz 0 1
C 0.46 1.72 0.01
C 0.80 0.43 -0.27
C 1.24 -0.37 0.93
C -0.18 -0.93 1.53
C -1.57 -0.57 0.67
C 0.66 0.29 -1.80
H 1.51 2.31 0.23
H 0.01 1.94 1.05
H -0.25 2.54 -0.40
H 1.87 -1.38 1.00
H 1.64 0.18 1.74
H -0.31 -2.02 1.15
H -0.17 -0.85 2.59
H -2.74 -0.62 1.04
H 1.09 -0.63 -2.16
H 0.36 1.16 -2.52
N -1.48 -0.42 -0.56
N -0.16 -0.44 -0.90
*
```

Summary:
LUMO energy   0.0382 Ha
HOMO   -0.3159 hartree
HOMO-LUMO gap   9.63 eV



B | # C6H10N2

A 2-piece molecular cluster, C6H10N2 overall (ωB97M-V/def2-TZVPD, the OMol25 dataset).

Structure (ORCA input):
```
! wB97M-V def2-TZVPD RIJCOSX def2/J DEFGRID3
* xyz 0 1
C -0.70 -0.42 0.58
C -1.09 0.98 -1.48
C 2.04 0.59 0.76
C -0.24 0.61 -0.29
N -2.00 -0.83 0.55
C 1.04 1.08 -0.15
C 1.16 -2.03 0.41
N 0.44 -2.93 0.53
H -0.28 -0.46 1.57
H -2.45 -0.91 -0.35
H -2.25 -1.56 1.20
H 1.42 1.66 -0.99
H -2.06 1.36 -1.17
H -0.60 1.74 -2.09
H -1.27 0.12 -2.13
H 1.75 0.60 1.81
H 2.07 -0.62 0.59
H 3.02 1.04 0.63
*
```

Summary:
LUMO energy (alpha / beta)   -0.0226 / -0.0227 Ha
HOMO (alpha / beta)   -0.3250 / -0.3249 hartree
HOMO-LUMO gap (alpha / beta)   8.23 / 8.23 eV



C | # C6H10N2

One molecule with the formula C6H10N2 (ωB97M-V/def2-TZVPD, the OMol25 dataset).

Structure (ORCA input):
```
! wB97M-V def2-TZVPD RIJCOSX def2/J DEFGRID3
* xyz 0 1
C -1.41 0.55 -0.26
C -1.03 -0.76 -0.09
C -0.04 0.68 -0.41
C -2.43 1.55 0.12
C 2.43 -0.72 0.35
C 2.42 0.47 -0.55
N 1.13 1.07 -0.57
N -1.73 -1.88 0.15
H -3.11 2.01 -0.66
H -2.06 2.42 0.71
H -3.03 0.89 0.78
H 2.25 -0.48 1.34
H 1.59 -1.40 -0.07
H 3.38 -1.23 0.21
H 2.73 0.05 -1.58
H 2.93 1.32 -0.20
H -2.65 -1.71 0.38
H -1.37 -2.82 0.35
*
```

Summary:
LUMO energy   0.0303 Ha
HOMO   -0.2857 hartree
HOMO-LUMO gap   8.60 eV



Which structure is the least stable? The one labeled A.



A | # C6H10N2

C6H10N2 as an isolated structure (ωB97M-V/def2-TZVPD, the OMol25 dataset).

Structure (ORCA input):
```
! wB97M-V def2-TZVPD RIJCOSX def2/J DEFGRID3
* xyz 0 1
C 1.14 -0.46 0.96
C 0.97 0.90 0.01
C -0.53 1.41 0.01
C -2.02 -0.43 0.17
C -0.71 -0.79 -0.58
C 0.66 -0.98 -0.30
H 2.16 -0.48 1.40
H 0.31 -0.93 1.67
H 1.58 1.73 0.24
H -0.71 1.66 1.10
H -0.62 2.44 -0.58
H -2.95 -0.81 -0.07
H -2.06 -0.50 1.21
H -0.97 -1.01 -1.78
H 1.16 -1.92 -0.50
H 2.50 -0.35 -1.13
N -1.37 0.40 -0.67
N 1.42 0.15 -1.16
*
```

Summary:
LUMO energy   0.0332 Ha
HOMO   -0.3217 hartree
HOMO-LUMO gap   9.66 eV



B | # C6H10N2

One molecule with the formula C6H10N2 (ωB97M-V/def2-TZVPD, the OMol25 dataset).

Structure (ORCA input):
```
! wB97M-V def2-TZVPD RIJCOSX def2/J DEFGRID3
* xyz 0 1
C -0.67 2.19 1.26
C 1.90 -0.68 0.46
N -0.32 1.00 0.55
C 0.47 -1.09 0.26
C -0.62 0.79 -0.67
C -0.79 -1.25 -2.04
N 0.06 -2.14 0.86
C -0.20 -0.52 -1.09
H -0.92 -2.37 0.67
H -1.36 1.37 -1.24
H 0.24 2.66 1.63
H -1.22 2.91 0.63
H -1.30 1.94 2.11
H 2.50 -0.92 -0.42
H 1.94 0.39 0.62
H 2.33 -1.17 1.33
H -1.49 -0.81 -2.73
H -0.56 -2.30 -2.16
*
```

Summary:
LUMO energy   0.0152 Ha
HOMO   -0.3349 hartree
HOMO-LUMO gap   9.53 eV



Which structure is the least stable? The one labeled A.



A | # C6H10N2

One molecule with the formula C6H10N2 (ωB97M-V/def2-TZVPD, the OMol25 dataset).

Structure (ORCA input):
```
! wB97M-V def2-TZVPD RIJCOSX def2/J DEFGRID3
* xyz 0 1
C -0.61 -0.01 -1.12
C 0.39 1.24 -0.90
C 0.25 -1.23 -1.02
C 0.70 1.20 0.62
C 0.57 -1.48 0.51
C 0.12 -0.23 1.12
N -2.39 0.41 0.53
N -1.30 0.15 0.12
H 1.37 1.15 -1.44
H -0.01 2.29 -1.11
H -0.35 -2.03 -1.43
H 1.11 -1.16 -1.62
H 1.72 1.28 0.89
H 0.26 1.99 1.23
H -0.03 -2.29 1.07
H 1.62 -1.58 0.52
H -0.16 -0.24 2.21
H -3.25 0.55 -0.16
*
```

Summary:
LUMO energy (alpha / beta)   0.0128 / 0.0128 Ha
HOMO (alpha / beta)   -0.2475 / -0.2476 hartree
HOMO-LUMO gap (alpha / beta)   7.08 / 7.09 eV



B | # C6H10N2

One molecule with the formula C6H10N2 (ωB97M-V/def2-TZVPD, the OMol25 dataset).

Structure (ORCA input):
```
! wB97M-V def2-TZVPD RIJCOSX def2/J DEFGRID3
* xyz 0 1
C -1.48 -1.08 0.05
C -1.75 0.33 -0.35
C 1.08 1.22 0.11
C 1.96 0.03 -0.44
C 0.02 -0.84 0.20
C 0.06 0.47 1.05
H -2.06 -1.47 0.97
H -1.47 -1.65 -0.89
H -2.01 0.64 -1.45
H -2.63 0.86 0.12
H 1.37 2.41 0.07
H 3.01 0.19 0.06
H 1.81 0.30 -1.57
H 1.90 -1.89 0.88
H -0.24 -0.36 -0.87
H -0.36 0.70 2.02
N -0.56 1.35 -0.02
N 1.36 -1.22 0.05
*
```

Summary:
LUMO energy   0.0375 Ha
HOMO   -0.2964 hartree
HOMO-LUMO gap   9.09 eV



Which structure is the least stable? The one labeled B.



A | # C6H10N2

One molecule with the formula C6H10N2 (ωB97M-V/def2-TZVPD, the OMol25 dataset).

Structure (ORCA input):
```
! wB97M-V def2-TZVPD RIJCOSX def2/J DEFGRID3
* xyz 0 1
C 0.79 -1.08 -0.30
C -2.55 -0.18 -0.25
C -0.18 -0.39 0.63
C -1.22 0.47 0.00
C 1.74 -0.04 -0.83
C 2.65 0.56 -0.07
N -0.02 -0.52 1.88
N -1.06 1.69 -0.29
H -0.68 0.01 2.45
H -0.12 2.05 -0.11
H 1.33 -1.82 0.29
H 0.25 -1.56 -1.12
H 1.62 0.24 -1.87
H -2.46 -0.88 -1.07
H -3.29 0.57 -0.50
H -2.86 -0.73 0.63
H 2.76 0.30 0.97
H 3.31 1.31 -0.46
*
```

Summary:
LUMO energy   0.0362 Ha
HOMO   -0.3402 hartree
HOMO-LUMO gap   10.24 eV



B | # C6H10N2

C6H10N2 as an isolated structure (ωB97M-V/def2-TZVPD, the OMol25 dataset).

Structure (ORCA input):
```
! wB97M-V def2-TZVPD RIJCOSX def2/J DEFGRID3
* xyz 0 1
C 1.79 -0.68 0.16
C 0.33 0.84 -0.58
C -0.26 0.52 0.89
C -1.79 0.39 0.37
C -0.42 -0.62 -0.76
C 0.34 -0.93 0.53
H 2.20 -0.24 1.06
H 2.50 -1.52 -0.20
H 2.37 1.33 -0.32
H 0.29 1.72 -1.25
H -0.06 0.91 2.06
H -2.35 1.36 0.07
H -2.37 0.15 1.27
H -2.40 -0.31 -1.50
H 0.00 -1.18 -1.69
H -0.07 -1.74 1.15
N 1.69 0.58 -0.62
N -1.79 -0.59 -0.65
*
```

Summary:
LUMO energy   0.0409 Ha
HOMO   -0.2793 hartree
HOMO-LUMO gap   8.71 eV



C | # C6H10N2

A 2-piece molecular cluster, C6H10N2 overall (ωB97M-V/def2-TZVPD, the OMol25 dataset).

Structure (ORCA input):
```
! wB97M-V def2-TZVPD RIJCOSX def2/J DEFGRID3
* xyz 0 1
C 2.51 0.60 -0.27
C -1.00 1.22 0.58
C -2.04 1.04 -0.33
C -2.45 -0.24 -0.66
C -1.83 -1.28 -0.08
C -0.79 -1.01 0.83
H 3.22 -1.26 0.00
H 1.35 -1.03 0.21
H 2.01 1.30 -1.02
H 2.21 1.23 0.65
H 3.66 0.56 -0.53
H -0.69 2.18 0.96
H -2.56 1.95 -0.71
H -3.19 -0.46 -1.44
H -2.09 -2.34 -0.30
H -0.22 -1.86 1.25
N 2.29 -0.78 -0.33
N -0.38 0.19 1.18
*
```

Summary:
LUMO energy   0.0359 Ha
HOMO   -0.3155 hartree
HOMO-LUMO gap   9.56 eV



Which structure is the least stable? The one labeled B.